ORCA calculation (wB97M-V/def2-TZVPD) on a molecular structure, C16H20NO8P3PtS3Sb.

Its spin multiplicity is 6. The value obtained for the gap between HOMO and LUMO (alpha / beta) is 0.297 / 0.196 hartree. The HOMO energy (alpha / beta) is -8.3 / -8.7 eV. Its expectation value of S² is 8.784. As for the net charge: 0.

Cartesian coordinates (Å):
Pt: 0.195 0.099 -0.067
O: -1.914 0.381 3.841
C: -1.251 0.084 2.869
O: -1.447 0.327 1.664
C: 0.059 -0.762 3.181
P: 1.370 -0.298 2.011
C: 2.117 1.236 2.598
C: 1.470 2.130 3.446
C: 2.089 3.326 3.767
C: 3.331 3.639 3.236
C: 3.976 2.748 2.393
C: 3.368 1.553 2.067
C: 2.637 -1.561 2.319
C: 2.820 -2.609 1.430
C: 3.768 -3.578 1.695
C: 4.521 -3.510 2.855
C: 4.328 -2.469 3.749
C: 3.386 -1.493 3.488
H: -0.207 -1.809 3.011
H: 0.370 -0.628 4.219
H: 0.493 1.902 3.846
H: 1.594 4.020 4.428
H: 3.799 4.581 3.478
H: 4.943 2.986 1.978
H: 3.845 0.850 1.397
H: 2.241 -2.627 0.522
H: 3.919 -4.383 0.991
H: 5.266 -4.262 3.058
H: 4.912 -2.415 4.654
H: 3.238 -0.675 4.175
N: -0.781 -2.663 -4.097
C: -0.095 -1.516 -3.442
C: 0.349 -0.554 -4.517
P: -1.485 -0.834 -2.388
O: -1.267 0.786 -2.515
O: -2.682 -1.251 -3.174
O: -1.427 -1.218 -0.944
P: 1.362 -2.179 -2.474
O: 0.819 -3.746 -2.380
O: 2.586 -2.094 -3.274
O: 1.347 -1.694 -1.050
H: -1.811 -2.391 -3.968
H: -0.538 -3.507 -3.554
H: -0.502 -2.779 -5.072
H: -0.491 -0.307 -5.166
H: 1.162 -0.998 -5.091
H: 0.734 0.368 -4.087
H: -2.143 1.169 -2.597
H: 1.091 -4.113 -1.540
S: 2.432 4.296 -0.993
Sb: 0.726 3.001 -2.008
S: -0.243 2.568 0.185
S: 2.052 0.989 -1.670

=====

ORCA calculation (wB97M-V/def2-TZVPD) on a gas-phase ion, C4H2BrO2 (charge -1).

Its spin multiplicity is 1. The value obtained for the gap between HOMO and LUMO is 0.293 hartree. As for the structure (SMILES): C#C[C@H](Br)C(=O)[O-]. The HOMO energy is -4.6 eV. As for the net charge: -1.

Cartesian coordinates (Å):
C: 1.985 -1.133 -0.266
C: 1.104 -0.326 -0.042
C: -1.511 0.038 -0.260
C: -0.126 0.797 0.171
O: -2.285 -0.354 0.570
O: -1.517 0.100 -1.465
Br: -0.042 1.360 2.006
H: 2.369 -2.010 -0.193
H: 0.024 1.527 -0.520

=====

ORCA calculation (wB97M-V/def2-TZVPD) on 12 unconnected molecules or ions with the total composition C5H34NO13.

Its spin multiplicity is 1. The value obtained for the gap between HOMO and LUMO is 0.304 hartree. The HOMO energy is -5.5 eV. As for the net charge: -1.

Cartesian coordinates (Å):
C: -0.452 -1.843 1.688
N: -0.030 -1.146 0.401
C: -0.503 0.238 0.158
C: -0.145 0.718 -1.396
C: -1.312 1.573 -2.032
O: 1.133 1.475 -1.380
C: 0.161 1.296 1.124
O: -0.657 1.134 2.333
H: -0.784 -0.903 2.375
H: -1.117 -2.551 1.606
H: 0.210 -2.461 2.200
H: 1.110 -1.183 0.238
H: -1.608 0.194 0.338
H: 0.056 -0.278 -1.948
H: -2.207 1.480 -1.358
H: -1.182 2.585 -2.016
H: -1.418 1.359 -3.060
H: 1.669 0.989 -0.651
H: 0.149 2.474 0.976
H: 1.336 1.051 1.367
H: 0.235 3.025 -1.343
H: 1.674 3.753 -1.482
O: 0.718 3.925 -1.295
H: -3.560 -0.618 2.618
H: -2.600 -1.769 2.158
O: -2.962 -1.293 2.845
H: -2.896 3.015 1.189
H: -2.051 1.889 0.695
O: -2.848 2.369 0.481
H: 1.674 -1.360 2.645
H: 2.751 -0.214 2.262
O: 2.424 -0.877 2.953
H: -4.311 -1.176 -0.023
H: -3.810 0.335 0.107
O: -4.346 -0.304 0.335
H: 1.168 -1.582 -3.190
H: 1.405 -1.145 -1.789
O: 1.021 -1.861 -2.321
H: 0.529 -3.906 -2.087
H: 0.899 -3.469 -0.605
O: 0.567 -4.176 -1.162
H: 3.232 -1.822 0.152
H: 3.040 -0.123 0.569
O: 2.610 -1.214 -0.129
H: 4.152 0.747 1.043
H: -0.107 1.026 3.113
O: 3.276 0.867 1.058
H: 2.836 1.827 -2.135
H: 3.521 0.599 -1.581
O: 3.617 1.340 -2.242
H: -1.845 -1.300 -1.592
H: -2.584 -2.420 -0.853
O: -2.785 -1.628 -1.475

=====

ORCA calculation (wB97M-V/def2-TZVPD) on a molecular structure, C22H22INO3PRu.

Its spin multiplicity is 5. The value obtained for the gap between HOMO and LUMO (alpha / beta) is 0.239 / 0.228 hartree. The HOMO energy (alpha / beta) is -10.0 / -10.2 eV. Its expectation value of S² is 6.065. As for the net charge: +1.

Cartesian coordinates (Å):
Ru: 1.734 0.061 -0.376
C: -4.972 -1.829 1.298
C: -4.612 -1.761 -0.051
C: -3.308 -1.411 -0.414
C: -2.353 -1.124 0.562
C: -2.719 -1.206 1.928
C: -4.025 -1.551 2.288
P: -0.572 -1.020 0.017
C: -0.370 -1.354 -1.513
C: -0.168 -0.437 -2.552
C: 0.001 -0.894 -3.863
C: -0.031 -2.264 -4.131
C: -0.231 -3.179 -3.091
C: -0.403 -2.723 -1.777
C: -0.716 0.995 0.760
C: -1.848 1.782 1.330
C: -1.613 3.063 1.688
C: -0.254 3.657 1.517
C: 0.756 2.930 1.006
C: 0.770 1.776 0.607
H: -5.981 -2.100 1.577
H: -5.346 -1.982 -0.815
H: -3.053 -1.369 -1.465
H: -1.994 -1.000 2.705
H: -4.302 -1.608 3.332
H: -0.154 0.627 -2.358
H: 0.150 -0.184 -4.667
H: 0.095 -2.615 -5.148
H: -0.259 -4.238 -3.305
H: -0.569 -3.435 -0.979
H: -2.844 1.376 1.446
H: -2.417 3.668 2.093
H: -0.080 4.692 1.800
H: 1.739 3.347 0.861
N: 3.512 -1.374 3.042
C: 2.948 -0.592 2.084
O: 2.568 -1.110 1.035
C: 2.799 0.899 2.327
I: 3.527 1.562 4.210
H: 3.601 -2.365 2.859
H: 3.842 -1.002 3.923
H: 1.735 1.141 2.239
H: 3.333 1.418 1.524
C: 2.602 2.350 -2.189
O: 3.822 2.088 -1.513
C: 3.645 1.090 -0.652
O: 3.474 0.208 0.104
H: 2.770 3.172 -2.891
H: 1.820 2.658 -1.484
H: 2.273 1.475 -2.761
H: 1.674 -0.308 -2.166

=====

| no. | strongest force on any atom (eV/A) |
| --- | --- |
| 1 | 3.090 |
| 2 | 6.489 |
| 3 | 8.515 |
| 4 | 15.381 |